1.
Formula: C34H39BaN5O
Source: the OMol25 dataset
Level of theory: wB97M-V/def2-TZVPD

As for the HOMO energy (spin up / spin down): 0.0330 / 0.0329 hartree. As for the relative energy (zero: lowest compared OMol25 entry of this formula, charge and spin): 160.71 kcal per mole. As for the energy: -1693.20194 a.u. The value obtained for the LUMO energy (spin up / spin down) is 3.5117 / 3.5128 eV. Its net charge is -2. The value obtained for the orbital gap (spin up / spin down) is 2.6 / 2.6 eV.

Each line ends with the Löwdin charge.
CARTESIAN COORDINATES (ANGSTROEM)
Ba -0.97281 0.48591 -1.09196  1.750
N -3.65553 -0.52354 -0.77508  -0.169
N 0.75212 -0.59927 -3.65454  0.005
C 1.23762 -0.16332 1.62557  -0.287
C 0.39024 -1.26776 1.33801  -0.334
C -0.92586 -0.93238 1.76555  -0.342
C -2.12691 -1.79726 1.70565  -0.085
H -1.84443 -2.85560 1.61458  0.069
H -2.78460 -1.55943 0.84813  0.023
H -2.73541 -1.68777 2.61635  0.068
C -0.89078 0.38520 2.29096  -0.319
C -2.02189 1.09306 2.93214  -0.083
H -1.96135 1.03551 4.03325  0.071
H -2.98617 0.65978 2.63389  0.069
H -2.03574 2.15860 2.66213  0.054
C 0.44004 0.86056 2.20240  -0.293
C 0.89943 2.17451 2.70563  -0.079
H 0.38766 3.00456 2.19293  0.058
H 1.97763 2.30313 2.55765  0.059
H 0.69615 2.28096 3.78287  0.068
C 0.80701 -2.57719 0.78088  -0.076
H 0.95342 -3.33491 1.57116  0.072
H 1.75883 -2.48995 0.23785  0.053
H 0.05432 -2.97584 0.08187  0.069
C 2.71140 -0.13987 1.45343  -0.074
H 3.08380 0.88904 1.35595  0.059
H 3.01407 -0.68619 0.54910  0.060
H 3.24179 -0.60187 2.30548  0.074
C -4.59380 0.39769 -1.04397  -0.279
H -5.35285 0.61792 -0.28039  0.080
C -4.60293 1.08578 -2.27307  -0.199
H -5.34924 1.86309 -2.45484  0.057
C -3.62207 0.76892 -3.23357  -0.229
H -3.52484 1.39111 -4.13038  0.071
C -2.86513 -0.38775 -3.07214  -0.304
H -2.14976 -0.77309 -3.80298  0.066
C -3.11511 -1.19309 -1.90272  -0.723
C -3.37062 -2.45651 -1.49109  0.016
H -2.67039 -3.29665 -1.40706  -0.069
C 1.87697 -0.02449 -3.32147  -0.268
C 1.12250 -1.83002 -4.22184  -0.151
H 0.38009 -2.49933 -4.62728  0.083
C 2.46508 -1.99511 -4.09713  -0.090
H 3.12536 -2.74383 -4.48682  0.085
N 2.91603 -0.89541 -3.34239  0.015
C 4.04396 -0.74970 -2.52426  -0.117
C 4.81439 -1.83604 -2.08845  -0.211
C 5.99840 -1.53434 -1.39847  -0.038
H 6.67798 -2.34981 -1.14250  0.101
C 6.31469 -0.22061 -1.03269  -0.301
C 7.64943 0.15033 -0.46006  -0.086
H 7.55658 1.01653 0.20812  0.069
H 8.35054 0.43008 -1.26059  0.072
H 8.09697 -0.67833 0.09563  0.064
C 5.36045 0.79056 -1.22502  -0.016
H 5.54510 1.80009 -0.83816  0.106
C 4.17544 0.52664 -1.93609  -0.231
C 3.03983 1.44430 -2.06493  -0.206
H 2.05640 1.04418 -2.98634  0.001
H 3.32365 2.43262 -2.43970  0.022
H 2.46257 1.54181 -1.12871  0.044
C 4.37086 -3.25515 -2.17985  -0.062
H 4.28187 -3.62670 -3.20134  0.051
H 3.41755 -3.43286 -1.66117  0.089
H 5.12923 -3.86690 -1.67836  0.068
N -5.55129 6.65304 0.11427  0.149
C -4.24322 6.74788 -0.30583  -0.483
O -3.80261 7.79172 -0.77301  0.037
C -3.40535 5.50075 -0.24096  -0.136
C -3.93843 4.23495 0.02915  -0.002
C -3.09165 3.12336 0.05952  -0.136
N -1.78666 3.16218 -0.30115  -0.043
C -1.25559 4.39833 -0.51597  -0.115
C -2.02246 5.56691 -0.49342  -0.010
H -6.07089 7.50760 0.12812  0.093
H -5.84919 5.94127 0.77943  0.097
H -5.00086 4.07983 0.21086  0.109
H -3.49163 2.14627 0.36457  0.091
H -0.17882 4.43764 -0.71202  0.116
H -1.53298 6.52139 -0.68064  0.112

---

2.
Formula: C21H23ClN2O7S
Source: the OMol25 dataset
Level of theory: wB97M-V/def2-TZVPD

As for the HOMO energy: -0.3140 hartree. As for the relative energy (zero: lowest compared OMol25 entry of this formula, charge and spin): 6.11 kcal per mole. As for the energy: -2308.57034 a.u. The value obtained for the LUMO energy is -0.2349 eV. The value obtained for the orbital gap is 8.3 eV.

Each line ends with the natural charge from an NBO analysis.
CARTESIAN COORDINATES (ANGSTROEM)
C -8.27915 -1.50411 -1.45387  -0.251
O -7.19442 -0.68208 -1.09991  -0.510
C -6.04055 -1.26661 -0.64578  0.223
C -5.88116 -2.64057 -0.54569  -0.269
C -4.68306 -3.19048 -0.11443  -0.221
C -3.63383 -2.36844 0.21408  -0.169
C -3.75156 -0.97493 0.12460  -0.163
C -2.59326 -0.19429 0.49218  -0.072
C -2.32580 1.09665 0.23326  -0.332
C -1.08694 1.69140 0.71192  0.774
O -0.24644 1.13746 1.39828  -0.650
O -0.96717 2.96847 0.30819  -0.485
C 0.11100 3.74476 0.81372  -0.166
C 1.43612 3.55122 0.05512  0.655
O 1.94741 4.45261 -0.56789  -0.593
N 1.94167 2.30203 0.21308  -0.621
C 3.11292 1.77216 -0.31657  0.140
C 3.98303 2.49706 -1.13336  -0.207
C 5.13762 1.91333 -1.61869  -0.210
C 5.44464 0.59749 -1.29557  -0.036
Cl 6.87214 -0.14033 -1.88017  0.047
C 4.58217 -0.12531 -0.48696  -0.372
S 4.95123 -1.83174 -0.06309  2.319
O 5.17246 -2.58757 -1.25725  -0.927
O 3.93298 -2.28728 0.84113  -0.946
N 6.42327 -1.63303 0.72792  -0.665
C 6.25020 -1.09346 2.05484  -0.421
C 7.32408 -2.75975 0.63859  -0.424
C 3.42712 0.44939 -0.00100  -0.162
C -4.97553 -0.40921 -0.29228  0.360
O -5.03010 0.94506 -0.32972  -0.516
C -6.25467 1.64138 -0.21971  -0.239
H -9.06663 -0.82133 -1.76994  0.202
H -8.63437 -2.09446 -0.60326  0.178
H -8.02656 -2.17116 -2.28392  0.180
H -6.69109 -3.29953 -0.81214  0.222
H -4.58497 -4.26237 -0.04466  0.219
H -2.69514 -2.78943 0.53885  0.217
H -1.83108 -0.74369 1.03461  0.224
H -2.97781 1.74111 -0.32803  0.244
H 0.27214 3.50605 1.87264  0.208
H -0.19886 4.78524 0.70125  0.223
H 1.38406 1.65732 0.78114  0.442
H 3.74553 3.51836 -1.38271  0.262
H 5.80749 2.47495 -2.24946  0.233
H 5.80922 -1.82660 2.73941  0.195
H 5.58675 -0.23326 1.98767  0.214
H 7.21863 -0.77234 2.43732  0.208
H 7.24166 -3.16225 -0.36803  0.242
H 8.34394 -2.41478 0.81255  0.205
H 7.07611 -3.54503 1.36162  0.183
H 2.78112 -0.15119 0.62181  0.244
H -6.81377 1.63107 -1.15669  0.192
H -5.97490 2.66641 0.02568  0.189
H -6.87794 1.23564 0.57935  0.182

---

3.
Formula: H28N5O12S2
Source: the OMol25 dataset
Level of theory: wB97M-V/def2-TZVPD

As for the HOMO energy (spin up / spin down): -0.5312 / -0.5312 hartree. As for the energy: -1989.22445 a.u. The value obtained for the LUMO energy (spin up / spin down) is -7.0873 / -9.3562 eV. Its net charge is +2. The value obtained for the orbital gap (spin up / spin down) is 7.4 / 5.1 eV. The spin multiplicity is 2.

Each line ends with the natural charge from an NBO analysis.
CARTESIAN COORDINATES (ANGSTROEM)
N 28.97981 -3.53954 7.48056  -0.937
H 29.51080 -4.14890 8.08623  0.437
H 28.19601 -3.99894 7.03931  0.447
H 29.51832 -2.97978 6.83497  0.417
H 28.66456 -2.85886 8.15685  0.471
N 25.71880 -0.87102 8.02999  -0.884
H 25.22462 -1.74382 8.14875  0.442
H 25.17103 -0.03900 7.86331  0.447
H 26.40959 -1.15824 7.35145  0.448
H 26.29626 -0.70873 8.84259  0.475
N 30.67891 0.09726 7.37499  -0.848
H 29.95776 -0.38153 7.89537  0.482
H 31.57815 0.08384 7.83463  0.434
H 30.54315 1.07940 7.18244  0.458
H 30.96019 -0.36346 6.52133  0.380
N 31.00450 -3.27139 11.02518  -0.879
H 30.87814 -3.85106 10.20779  0.444
H 31.35859 -3.71186 11.86227  0.447
H 30.16081 -2.72580 11.12820  0.471
H 31.72630 -2.64702 10.69461  0.401
N 32.67352 -4.02374 7.35189  -0.867
H 33.55621 -4.42597 7.63322  0.452
H 32.37460 -3.29491 7.98399  0.418
H 32.03199 -4.79495 7.23450  0.455
H 32.84926 -3.63754 6.43533  0.423
S 28.73167 -0.75017 10.02444  2.667
O 28.93882 -1.26698 8.71850  -1.163
O 27.37901 -0.26960 10.00716  -1.052
O 28.95919 -1.76232 11.08879  -1.066
O 29.69316 0.31096 10.15508  -1.067
S 30.69091 -6.35540 8.34837  2.565
O 31.22743 -6.03158 7.00338  -0.976
O 30.40988 -5.09901 9.01531  -1.070
O 29.47481 -7.15236 8.19648  -0.610
O 31.60744 -7.17351 9.05815  -0.707
O 27.44224 -3.67787 9.82438  -1.008
H 27.03575 -4.31542 10.41134  0.490
H 27.95480 -3.11244 10.40214  0.493
O 27.35840 -5.31141 5.63567  -0.982
H 27.66583 -5.61442 4.78131  0.503
H 27.34652 -6.09896 6.17959  0.505
O 26.54119 -2.67633 5.86216  -0.996
H 26.78378 -2.34679 4.99684  0.484
H 26.53274 -3.62831 5.76271  0.509
O 30.29136 -2.47363 5.47814  -0.922
H 30.96449 -2.96952 5.01209  0.499
H 30.52965 -1.55694 5.33983  0.468

---

Which formula does entry 2 have? C21H23ClN2O7S